Entry 1:
{
  "formula": "C40H35BF9N3PtSb",
  "method": "the ωB97M-V functional and the def2-TZVPD basis",
  "energy_ev": -81430.0606,
  "charge": 1,
  "s_squared": 6.0573,
  "spin_multiplicity": 5,
  "gap_ev": [8.665, 5.918],
  "homo_energy_ev": [-10.44, -10.91],
  "symbols": ["C", "C", "H", "C", "F", "H", "C", "C", "C", "C", "H", "H", "H", "C", "N", "C", "C", "H", "H", "C", "H", "N", "H", "H", "C", "H", "C", "C", "C", "C", "C", "F", "C", "C", "C", "F", "C", "H", "C", "C", "H", "C", "H", "C", "Sb", "H", "H", "F", "F", "H", "C", "C", "C", "H", "B", "C", "H", "Pt", "C", "C", "C", "F", "H", "N", "F", "H", "H", "C", "H", "H", "H", "H", "H", "F", "C", "H", "C", "C", "H", "C", "H", "H", "C", "F", "H", "C", "C", "H", "H", "H"],
  "positions_angstrom": [[-1.742, 4.594, 3.173], [1.827, 1.354, -1.263], [0.909, 1.783, -0.866], [4.122, 0.380, -2.396], [4.356, -7.358, 0.629], [0.359, -3.448, 2.264], [-2.858, 3.739, 3.429], [-1.616, 1.649, -4.159], [0.689, 1.501, 3.342], [0.947, -0.800, 3.946], [0.318, 0.756, 5.291], [1.155, -3.507, 3.879], [1.812, -4.392, 2.525], [1.586, -0.014, 1.695], [2.032, -0.436, 0.483], [1.331, -3.487, 2.806], [-2.172, 2.716, -4.888], [-8.407, 0.540, -1.915], [-5.956, 3.856, 0.865], [-3.624, 3.177, -2.950], [-1.352, 5.270, 3.893], [2.120, -2.311, 2.436], [-6.038, 0.289, -1.668], [5.640, -1.927, 0.789], [2.457, -6.088, -2.107], [3.958, -1.402, 2.974], [-2.801, 2.975, 1.175], [1.427, -1.045, 2.690], [1.185, 1.313, 2.083], [-6.522, 1.124, -1.180], [-2.019, 1.390, -2.823], [2.020, -6.532, -3.290], [3.570, -6.535, -0.101], [3.505, 1.484, -2.992], [-7.759, 3.288, -0.079], [1.326, -4.089, -2.418], [2.107, -4.843, -1.593], [5.061, 0.004, -2.744], [-5.798, 2.024, -0.392], [-3.060, 2.118, -2.216], [3.884, 2.174, -3.727], [3.645, -0.236, -1.262], [5.321, -3.070, -1.137], [4.878, -2.243, -1.647], [-3.710, 1.630, -0.233], [-3.233, 3.669, 4.419], [-1.278, 3.726, -0.096], [-0.757, -1.127, -1.341], [-0.537, -1.611, 0.895], [6.084, -0.451, -0.016], [-1.736, 3.790, 0.840], [3.214, -5.304, 0.377], [5.255, -0.996, 0.396], [4.141, -2.584, -2.401], [-1.207, -0.838, -0.069], [2.542, -4.386, -0.377], [-9.563, 2.481, -0.865], [2.265, -2.435, 0.157], [-6.429, 3.084, 0.232], [-1.212, 4.607, 1.878], [2.331, 1.929, -2.397], [3.623, -5.070, 1.646], [5.629, -1.710, -2.224], [4.243, -1.371, -0.632], [-0.980, 0.581, 0.188], [-0.914, 1.006, -4.648], [4.034, -3.161, 2.755], [-3.377, 2.973, 2.414], [-1.915, 2.944, -5.910], [-4.414, 3.845, -2.484], [4.738, -0.441, 1.198], [1.350, 2.167, 1.415], [0.436, 2.551, 3.708], [-2.624, -1.112, 0.017], [-8.492, 2.388, -0.821], [-0.320, 5.260, 1.653], [2.508, 0.299, -0.623], [3.406, -2.362, 3.134], [-1.472, 0.531, -2.372], [-7.871, 1.272, -1.336], [-8.273, 4.132, 0.420], [1.060, -1.591, 4.702], [0.481, 0.454, 4.253], [3.763, -8.011, -2.051], [-4.173, 2.348, 2.716], [3.293, -6.900, -1.427], [-3.176, 3.460, -4.252], [-3.552, 4.378, -4.709], [1.792, 2.736, -2.903], [3.202, -2.518, 4.214]],
  "mulliken_spin": [0.0205, 0.0935, 0.0196, -0.0328, 0.0001, -0.0080, -0.0031, -0.0019, -0.0922, -0.0543, 0.0032, 0.0027, -0.0182, 0.0279, 0.4529, 0.0245, 0.0031, 0.0006, -0.0008, 0.0132, 0.0009, 0.3063, -0.0014, 0.0020, -0.0121, -0.0010, 0.1177, 0.0609, 0.1777, -0.0085, -0.0116, 0.0008, 0.0007, 0.0799, -0.0027, -0.0032, -0.1401, -0.0011, 0.1347, 0.0994, 0.0030, 0.0132, -0.0056, -0.0139, 0.5305, -0.0002, 0.0062, 0.0066, 0.0221, -0.0001, 0.0054, 0.0707, -0.0097, 0.0073, 0.0572, 0.1505, 0.0007, 1.4118, 0.0189, -0.0044, -0.0418, -0.0027, 0.0048, 0.2387, 0.0618, -0.0004, -0.0033, -0.0335, 0.0002, 0.0003, -0.0009, 0.0025, -0.0012, 0.0256, 0.0206, 0.0000, -0.0079, 0.0058, -0.0143, -0.0025, 0.0015, 0.0011, 0.2103, 0.0006, -0.0089, 0.0108, 0.0055, 0.0003, 0.0009, 0.0060]
}

=====

Entry 2:
{
  "formula": "C40H35BrF3N5O2PTl",
  "method": "the ωB97M-V functional and the def2-TZVPD basis",
  "energy_ev": -145772.2182,
  "charge": -2,
  "gap_ev": 5.638,
  "homo_energy_ev": -1.33,
  "symbols": ["H", "H", "H", "H", "F", "C", "H", "P", "C", "H", "C", "H", "H", "C", "C", "C", "H", "C", "C", "H", "H", "H", "O", "H", "H", "C", "H", "H", "C", "C", "H", "C", "H", "C", "C", "C", "H", "C", "H", "C", "C", "H", "C", "H", "C", "F", "C", "H", "H", "C", "C", "H", "C", "H", "C", "F", "Tl", "C", "C", "H", "H", "N", "H", "C", "O", "C", "C", "H", "C", "H", "N", "C", "N", "C", "C", "H", "H", "C", "N", "C", "N", "C", "C", "C", "H", "Br", "C", "H"],
  "positions_angstrom": [[-1.047, -0.591, 5.405], [-3.874, 1.183, -3.436], [-1.050, 4.377, -3.007], [1.494, 0.440, -5.270], [-3.592, -4.951, -4.222], [-0.493, 1.027, -3.198], [0.916, 1.564, 0.182], [0.889, -0.151, -2.942], [3.049, -0.280, -0.166], [3.936, -3.909, -0.987], [1.341, 2.303, 4.086], [2.745, 0.746, 0.001], [-3.392, 3.610, -3.272], [-1.337, -1.013, 4.459], [-0.238, 2.396, -3.081], [0.382, 0.248, 3.198], [-2.066, -0.454, -3.355], [2.390, -1.287, 0.578], [3.724, -2.873, -0.738], [-5.601, 2.539, 1.629], [-0.580, -2.097, -3.130], [1.031, -2.398, -3.786], [-4.162, -4.181, -1.688], [-3.007, -2.403, 4.807], [3.686, -4.968, 1.312], [2.617, -4.869, 1.218], [-0.450, 5.406, 1.463], [5.153, -2.837, -3.179], [-1.182, 1.620, 0.559], [2.732, -2.607, 0.194], [2.842, -0.310, -4.371], [-4.592, 2.920, 1.543], [6.364, -2.670, -1.911], [5.509, -2.175, -2.384], [0.074, 2.188, 0.486], [-2.224, 2.508, 0.985], [-5.098, 4.918, 2.198], [4.034, -0.553, -1.098], [0.319, 4.117, 4.675], [4.422, -1.861, -1.388], [-2.297, -1.942, 4.141], [3.358, 2.666, 3.439], [2.496, 2.007, 3.363], [4.504, 0.270, -1.629], [1.593, -5.725, 1.535], [-3.027, -2.937, -4.754], [-2.582, 2.890, -3.263], [-0.608, -5.298, 1.299], [0.779, 2.739, -2.915], [-3.023, 4.727, 1.748], [-1.817, 0.603, -3.328], [2.076, 4.191, 4.810], [0.354, 3.535, 0.805], [2.433, 1.382, -4.086], [-2.851, 1.533, -3.359], [-5.106, -3.412, -4.382], [-1.087, -0.800, -0.343], [-3.696, -3.309, -2.428], [-1.972, 3.878, 1.314], [-0.619, 1.573, 4.525], [3.490, 0.710, 1.999], [0.709, -3.793, 0.754], [1.674, -6.722, 1.936], [0.424, -4.995, 1.219], [-3.169, -2.204, -2.209], [0.221, -1.668, -3.735], [-0.649, 4.370, 1.209], [-0.158, -1.466, -4.739], [-1.268, 3.321, -3.123], [1.372, 3.908, 0.737], [-0.695, -0.686, 3.311], [1.488, -0.007, 2.346], [2.050, -3.723, 0.767], [-3.839, -3.653, -3.949], [-2.157, -2.120, 2.751], [5.878, -1.261, -2.854], [1.135, 3.298, 6.006], [-3.587, 2.099, 1.123], [1.460, -1.075, 1.533], [-4.300, 4.264, 1.864], [-1.179, -1.374, 2.273], [0.306, 1.383, 3.988], [2.014, 0.400, -4.310], [1.209, 3.540, 4.940], [-2.712, -2.762, 2.081], [-4.067, 0.309, 0.697], [2.568, 0.903, 2.533], [-2.788, 5.759, 1.989]],
  "mulliken_charge": [0.5048, 0.4347, 0.3315, 0.4006, -0.2984, 0.2376, -0.6099, 1.1727, 0.4991, 0.4324, 0.7639, 0.1895, 0.3599, -0.2114, -0.8299, -0.1760, 0.3636, 0.4287, -0.5095, 0.4168, 0.0659, 0.5016, -0.7287, 0.4029, 0.4291, -0.2765, 0.2736, 0.3504, -0.3802, -0.0616, 0.4230, -0.6811, 0.3860, -1.8125, 0.5105, 0.2536, 0.3594, -1.3654, 0.3081, 0.7510, -1.2448, 0.2581, -1.2126, 0.2136, -0.9633, -0.2202, -0.5142, 0.4367, 0.1363, -1.0685, -0.1501, 0.3662, -0.7889, 0.3972, -0.6047, -0.3128, 0.7543, 0.3094, 1.3661, 0.4313, 0.4767, -0.1765, 0.3767, -0.4513, -0.5494, -1.1652, -1.4030, 0.3938, -0.5098, 0.4218, 0.4430, 0.6875, 0.5365, 0.8238, -0.6054, 0.3618, 0.3367, 0.7140, -0.4919, -0.4996, 0.0368, -0.0443, -1.4808, -1.7220, 0.6475, -0.1530, -0.5240, 0.3206]
}